Computed, not measured: a cluster of 6 separate species, H12O6 in total at a distorted geometry, with ωB97M-V with the def2-TZVPD basis set.

Atoms and positions in Å:
O: 0.6000 -2.5416 -0.5619
H: 0.4100 -2.7506 -1.4909
H: 1.5100 -2.1766 -0.4599
O: 1.8680 0.4034 -0.1599
H: 1.7260 0.4974 -1.1139
H: 2.5030 1.0704 0.0601
O: -2.5410 2.1804 0.5521
H: -2.2590 1.2784 0.5461
H: -3.4330 2.2424 0.1431
O: -1.4970 0.8374 -2.2159
H: -1.6420 0.9944 -1.2899
H: -1.3720 1.7424 -2.5499
O: 1.7390 -1.0196 2.6791
H: 2.2200 -1.7086 3.1441
H: 1.8370 -1.1586 1.7471
O: -0.9180 0.1554 0.4071
H: -0.5890 -0.7156 0.1221
H: -0.1620 0.6694 0.4411

Output
HOMO level = -10.8 eV
multiplicity = 1
SMILES = O.O.O.O.O.O
lowest unoccupied orbital energy = 0.1 eV
frontier orbital gap = 10.89 eV
total charge = 0
ΔE to the lowest compared entry with this formula, charge and spin = 127.48 kJ/mol

Atomic partial charges in e from the Mulliken method, atoms 1 to 4: O -0.649; H 0.320; H 0.313; O -0.557

Computed, not measured: the ion C7H13FN3O2S with charge +1 at a distorted geometry, with ωB97M-V with the def2-TZVPD basis set.

Atoms and positions in Å:
C: 2.0047 -0.6965 -1.6027
C: -1.1811 -0.4739 0.1815
C: 1.3882 1.6223 -0.5502
C: -3.9664 -2.0022 1.6144
C: 3.6838 1.7109 0.0243
C: -2.7191 -1.2102 1.7469
C: -0.4719 -0.8708 -1.0918
N: 3.0199 0.1147 -1.6274
N: 0.8131 -0.4065 -1.0861
N: 2.7675 1.4293 -1.0653
O: -1.2137 0.6464 0.5795
O: -1.8958 -1.4942 0.6212
F: -1.1305 -0.2702 -2.1196
S: 0.3599 2.8157 -1.2111
H: 2.3530 -1.7770 -1.7563
H: 1.1889 1.3513 0.4461
H: -3.9457 -3.1185 1.4601
H: -4.6369 -1.9408 2.5461
H: -4.6660 -1.6409 0.8034
H: 3.2055 2.4250 0.6917
H: 4.0053 0.9939 0.7966
H: 4.5772 2.1727 -0.4925
H: -2.3671 -1.6267 2.6599
H: -2.8872 -0.1360 2.0721
H: -0.5246 -2.0837 -1.1871
H: 2.9754 2.0062 -1.8566
H: -0.7365 2.4597 -0.5970

Output
HOMO level = -13.5 eV
multiplicity = 1
lowest unoccupied orbital energy = -4.9 eV
frontier orbital gap = 8.58 eV
total charge = +1
ΔE to the lowest compared entry with this formula, charge and spin = 0.00 kJ/mol

Atomic partial charges in e from the Mulliken method, atoms 1 to 4: C 0.123; C 0.586; C -0.334; C -1.192

Computed, not measured: a structure of composition C10H26N6O14 at a distorted geometry, with ωB97M-V with the def2-TZVPD basis set.

Atoms and positions in Å:
C: -2.7902 0.9997 -3.7052
N: -3.5921 -0.0650 -2.9664
O: -3.3407 -1.2261 -3.1049
O: -4.4743 0.3329 -2.2005
H: -2.8315 2.0365 -3.3712
H: -3.1136 0.9308 -4.7438
H: -1.7391 0.7653 -3.5364
C: -2.0294 -4.0011 -0.8028
N: -1.5217 -2.8771 -1.6964
O: -0.6337 -3.0724 -2.6100
O: -1.9263 -1.7643 -1.4480
H: -1.2624 -4.1632 -0.0455
H: -2.0057 -4.8462 -1.4907
H: -3.0376 -3.8297 -0.4254
C: 0.2369 -0.4530 -1.8327
N: -0.2657 0.9396 -1.6812
O: -0.3280 1.6452 -2.7203
O: -0.5570 1.3613 -0.5614
H: 1.0208 -0.7650 -2.5229
H: -0.5745 -0.9925 -2.3212
H: 0.1260 -0.9196 -0.8538
C: 1.1147 -2.6737 2.1678
N: 1.4472 -1.8967 0.8917
O: 0.5791 -1.3602 0.2497
O: 2.6440 -1.7149 0.6413
H: 0.0839 -2.5399 2.4961
H: 1.8765 -2.4108 2.9017
H: 1.1289 -3.7434 1.9589
C: -1.2712 2.1749 0.9667
N: -2.2842 2.6640 1.9560
O: -2.5997 3.8511 2.0051
O: -2.7447 1.8034 2.7280
H: -1.2879 2.6647 -0.0069
H: -1.3764 1.0920 0.8999
H: -0.2704 2.3611 1.3564
C: 3.5262 -0.5401 -3.2954
N: 4.0515 0.8122 -2.9002
O: 5.0977 1.2140 -3.3768
O: 3.4088 1.4049 -2.0822
H: 4.2965 -1.3086 -3.2296
H: 3.0514 -0.4237 -4.2696
H: 2.8841 -0.9141 -2.4979
O: 2.4885 0.4829 3.1524
C: 1.4722 0.6575 2.5130
O: 0.2647 0.9833 3.0081
C: 0.0232 1.2349 4.3999
C: 0.3269 2.7303 4.7943
C: 1.5024 0.5737 1.0162
H: 0.6040 0.6042 5.0730
H: -0.9490 0.8391 4.6935
H: 1.1028 2.8164 5.5551
H: -0.6094 3.1711 5.1365
H: 0.5794 3.4305 3.9981
H: 0.6787 0.1483 0.4430
H: 2.4781 0.2095 0.6947
H: 1.3214 1.5657 0.6024

Output
HOMO level = -10.2 eV
multiplicity = 1
lowest unoccupied orbital energy = -1.2 eV
frontier orbital gap = 8.97 eV
total charge = 0
ΔE to the lowest compared entry with this formula, charge and spin = 833.18 kJ/mol

Atomic partial charges in e from the Mulliken method, atoms 1 to 4: C -0.816; N 1.029; O -0.536; O -0.584

Computed, not measured: a cluster of 3 separate species, C4H12O2 in total at a distorted geometry, with ωB97M-V with the def2-TZVPD basis set.

Atoms and positions in Å:
C: -0.4790 -0.2125 -0.7971
C: 0.2084 0.0193 0.3135
C: 0.1152 1.1854 1.2654
C: -0.3271 -1.4521 -1.6116
H: -1.3314 0.4156 -1.0707
H: 0.9979 -0.6627 0.5978
H: -0.1013 0.7864 2.2594
H: 1.1032 1.6400 1.2412
H: -0.5971 1.9695 1.0177
H: -0.5805 -1.4624 -2.6581
H: -0.9367 -2.1792 -1.0455
H: 0.7051 -1.7938 -1.5219
H: 0.7425 -2.6183 2.7173
H: -0.5041 -2.5295 1.9655
O: 0.3221 -3.0220 1.9495
H: -0.0663 3.1533 -2.2781
H: 0.2963 3.1660 -0.7389
O: 0.4328 3.5970 -1.6053

Output
HOMO level = -9.3 eV
multiplicity = 1
SMILES = C/C=C/C.O.O
lowest unoccupied orbital energy = 0.7 eV
frontier orbital gap = 9.99 eV
total charge = 0
ΔE to the lowest compared entry with this formula, charge and spin = 81.76 kJ/mol

Atomic partial charges in e from the Mulliken method, atoms 1 to 4: C 0.128; C -0.168; C -1.382; C -1.136

Computed, not measured: a cluster of 3 separate species, C5H13NO2 in total at a distorted geometry, with ωB97M-V with the def2-TZVPD basis set.

Atoms and positions in Å:
C: -1.2763 0.9393 0.3966
C: -2.6881 0.5190 0.1141
C: -0.2867 -0.0326 0.7267
N: 1.0818 0.2250 1.0262
C: 1.9926 1.0137 0.2397
C: 2.7416 0.2513 -0.8468
O: -0.6268 -1.2130 0.8870
H: -1.0484 1.9946 0.4160
H: -0.2238 1.0638 -1.6538
H: -2.5742 -0.4499 -0.3342
H: -3.2334 1.3223 -0.3360
H: -3.2986 0.2616 0.9668
H: 1.4380 -0.6797 1.2594
H: 2.6635 1.4308 1.0647
H: 1.4490 1.8744 -0.1875
H: 3.3932 0.7761 -1.5408
H: 3.5693 -0.2856 -0.3669
H: 2.0352 -0.4806 -1.2267
H: -0.5906 -0.7041 -1.8562
H: -1.1961 -1.6855 -0.7646
O: -0.9261 -1.6702 -1.7054

Output
HOMO level = -9.4 eV
multiplicity = 1
lowest unoccupied orbital energy = -2.2 eV
frontier orbital gap = 7.23 eV
total charge = 0
ΔE to the lowest compared entry with this formula, charge and spin = 551.87 kJ/mol

Atomic partial charges in e from the Mulliken method, atoms 1 to 4: C -0.150; C -0.854; C 0.389; N -0.195

Computed, not measured: a structure of composition C34H26ClN2O4PRhS2Te, with ωB97M-V with the def2-TZVPD basis set.

Atoms and positions in Å:
Rh: 1.0525 0.2279 0.7051
O: 4.0185 -1.7863 2.2337
C: 3.0353 -1.0858 2.4343
O: 2.7925 -0.0119 1.7439
C: 2.1198 -1.4024 3.5904
C: 2.6859 -2.1696 4.6107
C: 1.9997 -2.4727 5.7691
C: 0.6975 -2.0043 5.9152
C: 0.1144 -1.2624 4.9105
C: 0.8024 -0.9502 3.7249
S: -0.2011 -0.0774 2.5758
H: 3.6986 -2.5173 4.4556
H: 2.4674 -3.0616 6.5482
H: 0.1324 -2.2247 6.8138
H: -0.9065 -0.9144 5.0186
Cl: -2.6811 1.6965 1.5216
C: -2.5894 2.4485 -0.0310
C: -3.4341 3.5181 -0.2787
C: -3.4263 4.1288 -1.5205
C: -2.5710 3.6642 -2.5046
C: -1.7366 2.5872 -2.2460
C: -1.7207 1.9517 -1.0051
P: -0.7348 0.4156 -0.6922
C: -2.0904 -0.7912 -0.5148
C: -1.9506 -1.8678 0.3505
C: -2.9573 -2.8233 0.4323
C: -4.1029 -2.7017 -0.3362
C: -4.2480 -1.6212 -1.2005
C: -3.2457 -0.6706 -1.2904
C: -0.1058 0.0394 -2.3754
C: -0.4949 -1.0942 -3.0795
C: 0.0664 -1.3811 -4.3193
C: 1.0130 -0.5319 -4.8686
C: 1.4166 0.5976 -4.1661
C: 0.8764 0.8691 -2.9214
H: -4.0856 3.8634 0.5119
H: -4.0834 4.9678 -1.7121
H: -2.5518 4.1316 -3.4808
H: -1.1046 2.2240 -3.0407
H: -1.0658 -1.9730 0.9650
H: -2.8315 -3.6597 1.1080
H: -4.8887 -3.4441 -0.2636
H: -5.1422 -1.5206 -1.8033
H: -3.3606 0.1659 -1.9695
H: -1.2294 -1.7677 -2.6581
H: -0.2410 -2.2725 -4.8519
H: 1.4456 -0.7535 -5.8368
H: 2.1727 1.2552 -4.5765
H: 1.2335 1.7212 -2.3544
Te: 1.6479 2.6176 1.6286
C: 0.0636 3.9851 1.3844
C: -0.9132 4.3093 2.2863
C: -1.6894 5.4386 1.9066
C: -1.2909 5.9674 0.7143
S: 0.0157 5.0799 0.0605
H: -1.0542 3.7505 3.2010
H: -2.5021 5.8412 2.4967
H: -1.7079 6.8159 0.1944
C: 4.5316 -1.4554 -2.1007
N: 3.4440 -2.0716 -1.3634
C: 3.3770 -3.4212 -1.1229
C: 2.4249 -3.9515 -0.3502
C: 1.4386 -3.0877 0.3082
O: 0.6085 -3.5221 1.0925
N: 1.5088 -1.7507 -0.0354
C: 2.5025 -1.2597 -0.7942
O: 2.5663 -0.0173 -0.9543
H: 5.2683 -2.2212 -2.3351
H: 4.9914 -0.6780 -1.4936
H: 4.1650 -1.0044 -3.0235
H: 4.1518 -4.0125 -1.5926
H: 2.3923 -5.0109 -0.1486

Output
HOMO level = -4.0 eV
multiplicity = 1
lowest unoccupied orbital energy = 2.4 eV
frontier orbital gap = 6.39 eV
total charge = -1
ΔE to the lowest compared entry with this formula, charge and spin = 0.00 kJ/mol

Atomic partial charges in e from the Mulliken method, atoms 1 to 4: Rh 0.545; O -0.731; C 0.366; O -0.606

- Which value of total charge does entry 6 give?
  -1

- What is the lowest unoccupied orbital energy in the first record?
  0.1 eV